# C7H17N3O4

A 3-piece molecular cluster, C7H17N3O4 overall (ωB97M-V/def2-TZVPD, OMol25).

Each atom is followed by the atoms it is bonded to, with distances in Å.
Positions of all 31 atoms, in Å:
1 C 1.19 -1.62 -2.54  N2 1.501, H5 1.090, H6 1.090, H7 1.090
2 N 2.25 -0.61 -2.21  C1 1.501, O3 1.246, O4 1.131
3 O 2.15 0.05 -1.16  N2 1.246
4 O 3.07 -0.49 -2.98  N2 1.131
5 H 0.25 -1.43 -2.01  C1 1.090
6 H 1.62 -2.58 -2.28  C1 1.090
7 H 0.96 -1.64 -3.60  C1 1.090
8 C -2.25 0.55 -0.14  O9 1.235, N10 1.373, H13 1.101
9 O -3.40 0.30 0.24  C8 1.235
10 N -1.93 1.55 -1.03  C8 1.373, C11 1.456, C12 1.426
11 C -0.86 1.40 -2.01  N10 1.456, H14 1.090, H15 1.090, H16 1.090
12 C -2.88 2.60 -1.23  N10 1.426, H17 1.090, H18 1.090, H19 1.090
13 H -1.35 -0.02 0.14  C8 1.101
14 H -1.16 0.96 -2.96  C11 1.090
15 H -0.09 0.71 -1.67  C11 1.090
16 H -0.37 2.35 -2.19  C11 1.090
17 H -3.79 2.43 -0.64  C12 1.090
18 H -2.43 3.57 -1.39  C12 1.090
19 H -3.28 2.32 -2.20  C12 1.090
20 C 1.24 -1.69 3.91  O21 1.236, N22 1.358, H25 1.101
21 O 2.25 -1.77 4.63  C20 1.236
22 N 1.19 -1.08 2.70  C20 1.358, C23 1.466, C24 1.445
23 C -0.04 -1.22 1.92  N22 1.466, H26 1.090, H27 1.090, H28 1.090
24 C 1.94 0.11 2.39  N22 1.445, H29 1.090, H30 1.090, H31 1.090
25 H 0.43 -2.44 3.99  C20 1.101
26 H -0.65 -0.42 2.33  C23 1.090
27 H -0.50 -2.20 1.88  C23 1.090
28 H 0.12 -1.05 0.86  C23 1.090
29 H 2.26 0.14 1.34  C24 1.090
30 H 1.39 0.98 2.75  C24 1.090
31 H 2.69 0.23 3.17  C24 1.090

Summary:
Total charge: -1
⟨S²⟩: 0.75
Multiplicity: 2
E_tot in Eh: -741.985258
HOMO-LUMO gap (alpha / beta) in eV: 3.281 / 7.716
Strongest force on any atom in eV/Å: 13.39
Highest occupied orbital energy (alpha / beta) in eV: -0.3 / -4.7